The following is a DFT calculation (ωB97M-V with the def2-TZVPD basis set) of a cluster of 9 separate species, C8H32N15O11 in total.

Properties
M, g mol⁻¹: 514.4
Frontier orbital gap, eV: 7.65
Energy relative to the best compared isomer or geometry (same formula, charge and spin), eV: 0.509
Total charge: -1
LUMO energy, eV: 1.68

Last column: Mulliken charge in e.
Cartesian coordinates (Å):
N  0.534  0.540  -0.147  0.971
O  -0.369  -0.116  -0.679  -0.654
O  0.601  1.743  -0.295  -0.661
O  1.470  -0.054  0.433  -0.653
C  -4.307  -3.514  1.951  -0.508
O  -5.536  -3.727  2.474  -0.525
H  -4.361  -2.508  1.537  0.197
H  -3.354  -3.462  2.477  0.263
H  -4.321  -4.232  1.131  0.247
H  -6.216  -3.375  1.895  0.326
C  5.494  1.124  -2.839  0.535
O  6.515  1.181  -3.417  -0.639
N  5.349  0.390  -1.748  -0.379
N  4.397  1.527  -3.255  -0.350
H  4.521  0.355  -1.172  0.186
H  6.210  -0.069  -1.487  0.187
H  3.800  1.789  -2.484  0.217
H  4.465  2.162  -4.037  0.243
C  2.545  -5.887  1.501  0.632
O  2.909  -7.032  1.534  -0.646
N  2.099  -5.300  2.602  -0.349
N  2.387  -5.085  0.438  -0.338
H  2.058  -5.740  3.510  0.192
H  1.846  -4.324  2.673  0.136
H  2.522  -5.446  -0.496  0.200
H  2.055  -4.151  0.626  0.173
C  -5.816  -2.352  -3.537  0.637
O  -5.610  -3.552  -3.554  -0.638
N  -4.974  -1.386  -3.117  -0.339
N  -7.005  -1.847  -3.881  -0.396
H  -4.107  -1.436  -2.602  0.208
H  -5.423  -0.487  -3.221  0.152
H  -7.320  -0.895  -3.757  0.167
H  -7.720  -2.516  -4.128  0.212
C  3.452  -1.356  5.167  0.725
O  3.730  -2.087  6.107  -0.701
N  4.310  -0.818  4.355  -0.372
N  2.286  -1.008  4.802  -0.364
H  5.297  -0.873  4.559  0.195
H  4.032  -0.357  3.501  0.144
H  1.541  -1.332  5.402  0.208
H  2.203  -0.499  3.933  0.163
C  -2.137  7.737  -0.032  0.668
O  -2.713  8.634  -0.594  -0.675
N  -1.754  6.699  -0.687  -0.360
N  -1.923  7.684  1.221  -0.328
H  -1.811  6.769  -1.693  0.202
H  -1.299  5.889  -0.290  0.150
H  -1.606  6.830  1.659  0.139
H  -2.140  8.453  1.838  0.203
C  -0.183  -1.920  -6.661  0.650
O  0.353  -1.623  -7.695  -0.669
N  0.181  -1.476  -5.498  -0.390
N  -1.318  -2.483  -6.573  -0.379
H  -0.301  -1.839  -4.688  0.172
H  1.131  -1.135  -5.488  0.218
H  -1.584  -2.748  -7.510  0.216
H  -1.853  -2.570  -5.721  0.178
C  0.843  4.381  4.887  0.680
O  0.834  4.765  6.079  -0.713
N  1.944  4.136  4.224  -0.415
N  -0.187  3.976  4.264  -0.387
H  1.896  3.662  3.334  0.206
H  2.750  4.333  4.799  0.224
H  -0.269  3.757  3.282  0.183
H  -1.043  4.103  4.785  0.223

---

The following is a DFT calculation (ωB97M-V with the def2-TZVPD basis set) of a structure of composition C8H32N16O8Tl.

Properties
M, g mol⁻¹: 684.8
Frontier orbital gap, eV: 1.65
Energy relative to the best compared isomer or geometry (same formula, charge and spin), eV: 8.665
Total charge: +3
LUMO energy, eV: -13.82

Last column: Mulliken charge in e.
Cartesian coordinates (Å):
Tl  0.152  0.115  0.012  0.997
C  -1.544  2.228  5.486  0.751
O  -1.455  1.915  4.317  -0.589
N  -2.448  1.713  6.232  -0.390
N  -0.968  3.248  5.983  -0.376
H  -2.469  2.059  7.181  0.186
H  -3.033  1.024  5.781  0.223
H  -0.343  3.740  5.360  0.221
H  -0.855  3.390  6.976  0.214
C  3.328  2.580  -4.268  0.698
O  2.874  1.562  -3.807  -0.579
N  3.592  2.794  -5.497  -0.380
N  3.323  3.687  -3.548  -0.371
H  3.124  2.103  -6.066  0.246
H  3.876  3.713  -5.805  0.194
H  3.623  4.534  -4.009  0.172
H  3.364  3.606  -2.542  0.222
C  1.745  -5.909  -0.268  0.758
O  1.432  -4.755  -0.548  -0.594
N  1.125  -6.612  0.585  -0.348
N  2.747  -6.609  -0.670  -0.330
H  1.468  -7.539  0.792  0.168
H  0.260  -6.221  0.928  0.209
H  3.457  -6.245  -1.290  0.213
H  2.783  -7.524  -0.243  0.157
C  1.147  -2.515  5.123  0.782
O  1.656  -1.735  4.284  -0.582
N  0.138  -3.279  4.906  -0.358
N  1.514  -2.587  6.344  -0.371
H  -0.248  -3.394  3.979  0.199
H  -0.278  -3.775  5.681  0.162
H  2.061  -1.807  6.679  0.237
H  1.080  -3.299  6.915  0.180
C  6.222  -0.015  -0.391  0.742
O  5.076  -0.355  -0.073  -0.555
N  6.631  1.202  -0.090  -0.402
N  7.016  -0.631  -1.214  -0.386
H  5.849  1.764  0.214  0.232
H  7.398  1.616  -0.600  0.223
H  6.563  -1.459  -1.575  0.240
H  7.867  -0.158  -1.481  0.203
C  -5.981  0.275  -1.361  0.657
O  -4.857  0.251  -0.901  -0.553
N  -6.482  1.268  -2.020  -0.370
N  -6.749  -0.756  -1.201  -0.376
H  -7.484  1.363  -2.094  0.229
H  -5.884  2.079  -2.096  0.242
H  -7.618  -0.917  -1.691  0.206
H  -6.361  -1.602  -0.810  0.228
C  -2.337  -3.031  -4.601  0.745
O  -1.510  -2.320  -4.066  -0.575
N  -2.725  -4.177  -4.181  -0.341
N  -3.029  -2.746  -5.680  -0.392
H  -3.505  -4.601  -4.663  0.171
H  -2.423  -4.474  -3.264  0.228
H  -2.685  -1.893  -6.097  0.235
H  -3.740  -3.391  -5.992  0.193
C  -1.945  6.066  0.007  0.688
O  -1.921  4.800  0.017  -0.577
N  -0.858  6.747  0.265  -0.379
N  -3.020  6.801  -0.108  -0.339
H  -0.859  7.705  0.587  0.227
H  -0.108  6.137  0.558  0.233
H  -2.847  7.787  0.027  0.176
H  -3.922  6.459  -0.409  0.226

---

The following is a DFT calculation (ωB97M-V with the def2-TZVPD basis set) of a cluster of 7 separate species, C8H32N2O7 in total.

Properties
M, g mol⁻¹: 268.4
Frontier orbital gap, eV: 10.08
Energy relative to the best compared isomer or geometry (same formula, charge and spin), eV: 1.660
Total charge: 0
Structure (SMILES): COC[C@H](C)N.COC[C@H](C)N.O.O.O.O.O
LUMO energy, eV: 0.37

Last column: Mulliken charge in e.
Cartesian coordinates (Å):
C  11.504  -24.271  6.078  -0.690
O  11.167  -25.278  7.017  -0.332
C  10.896  -24.736  8.365  -0.675
C  10.648  -25.907  9.367  0.397
C  9.286  -26.592  8.985  -1.358
N  10.525  -25.392  10.701  -0.530
H  11.848  -24.819  5.200  0.231
H  12.250  -23.605  6.512  0.295
H  10.608  -23.700  5.836  0.288
H  11.785  -24.196  8.692  0.365
H  10.071  -24.026  8.311  0.319
H  11.522  -26.559  9.366  0.267
H  9.108  -27.431  9.658  0.379
H  9.251  -26.841  7.925  0.351
H  8.404  -25.983  9.179  0.328
H  11.449  -25.261  11.087  0.150
H  10.103  -26.118  11.263  0.243
C  14.855  -26.044  12.480  -0.730
O  14.440  -24.699  12.735  -0.293
C  15.587  -23.893  13.050  -0.747
C  15.329  -22.464  13.450  0.226
C  14.500  -22.323  14.778  -1.261
N  14.744  -21.671  12.359  -0.606
H  14.041  -26.543  13.006  0.225
H  15.842  -26.316  12.853  0.400
H  14.765  -26.173  11.402  0.216
H  16.173  -24.340  13.853  0.412
H  16.250  -23.769  12.193  0.330
H  16.279  -21.956  13.614  0.371
H  14.338  -21.251  14.893  0.364
H  15.025  -22.710  15.651  0.352
H  13.504  -22.736  14.614  0.262
H  15.248  -21.961  11.533  0.219
H  15.044  -20.735  12.592  0.270
O  6.236  -18.845  12.002  -0.624
H  6.574  -19.710  12.233  0.321
H  5.460  -19.024  11.472  0.306
O  10.879  -19.713  10.817  -0.649
H  11.710  -20.103  11.091  0.316
H  10.226  -20.390  10.995  0.323
O  10.811  -17.175  8.007  -0.647
H  10.630  -17.681  8.800  0.324
H  11.459  -16.525  8.280  0.313
O  8.209  -22.410  12.138  -0.640
H  8.184  -22.645  13.066  0.315
H  8.453  -23.220  11.692  0.310
O  9.704  -16.612  12.222  -0.654
H  8.797  -16.894  12.344  0.320
H  10.164  -17.400  11.933  0.328

---

The following is a DFT calculation (ωB97M-V with the def2-TZVPD basis set) of a cluster of 7 separate species, C8H32N2O7 in total.

Properties
M, g mol⁻¹: 268.4
Frontier orbital gap, eV: 9.40
Energy relative to the best compared isomer or geometry (same formula, charge and spin), eV: 2.256
Total charge: 0
Structure (SMILES): COC[C@H](C)N.COC[C@H](C)N.O.O.O.O.O
LUMO energy, eV: 0.39

Last column: Mulliken charge in e.
Cartesian coordinates (Å):
C  -1.222  7.326  -5.111  -0.748
O  -0.326  6.214  -4.948  -0.343
C  -0.790  5.216  -4.060  -0.859
C  0.118  4.948  -2.856  0.614
C  1.584  4.684  -3.213  -1.418
N  -0.524  3.923  -2.007  -0.699
H  -1.581  7.693  -4.150  0.354
H  -1.945  7.089  -5.891  0.264
H  -0.601  8.162  -5.432  0.258
H  -1.854  5.283  -3.834  0.438
H  -0.755  4.272  -4.603  0.340
H  0.206  5.914  -2.358  0.197
H  1.720  3.960  -4.017  0.324
H  2.194  4.394  -2.358  0.387
H  2.081  5.591  -3.557  0.340
H  -1.517  4.042  -1.870  0.269
H  -0.344  3.092  -2.552  0.281
C  -1.160  -4.300  6.600  -0.745
O  -1.072  -3.419  5.508  -0.297
C  -2.395  -3.150  5.020  -0.596
C  -2.394  -1.925  4.054  0.261
C  -2.349  -0.518  4.676  -1.422
N  -3.579  -1.831  3.224  -0.738
H  -1.756  -5.157  6.287  0.328
H  -1.584  -3.759  7.446  0.299
H  -0.197  -4.763  6.817  0.238
H  -2.818  -4.021  4.519  0.340
H  -3.090  -2.885  5.816  0.345
H  -1.481  -1.938  3.459  0.333
H  -3.245  -0.363  5.277  0.347
H  -2.414  0.291  3.948  0.366
H  -1.428  -0.373  5.242  0.349
H  -4.283  -1.762  3.945  0.304
H  -3.680  -2.774  2.877  0.288
O  3.283  -3.447  3.729  -0.621
H  2.579  -3.545  4.370  0.304
H  3.964  -4.049  4.028  0.319
O  4.068  -5.635  -5.396  -0.635
H  3.704  -5.229  -4.609  0.318
H  3.414  -6.284  -5.656  0.317
O  7.179  -2.116  -3.043  -0.638
H  7.656  -1.718  -2.315  0.316
H  6.297  -2.264  -2.700  0.320
O  2.650  -2.983  -1.148  -0.638
H  2.721  -2.979  -0.193  0.320
H  1.721  -3.142  -1.318  0.317
O  -1.877  -1.963  -2.647  -0.635
H  -2.239  -1.536  -1.870  0.320
H  -2.644  -2.262  -3.135  0.316

---

| no. | F_max (Eh/bohr) |
| --- | --- |
| 1 | 0.173 |
| 2 | 0.127 |
| 3 | 0.047 |
| 4 | 0.037 |